No. 1
43
Properties=species:S:1:pos:R:3 method="wB97M-V/def2-TZVPD" orbital_gap_ev="2.984 / 6.083" total_charge=-2 spin_multiplicity=2 relative_energy_kcal_mol=19.76 e_homo_ev="0.61 / -2.49" e_tot_ev=-177294.7942
Hg 0.0687 -0.1492 0.3639
N 0.4403 -0.0923 -2.1956
C 1.8826 -0.3499 -2.3422
C 2.7797 0.0544 -1.1479
O 3.9417 0.4258 -1.4075
N 2.2332 -0.1226 0.0388
C 2.9884 0.1853 1.2347
C 2.1407 0.4035 2.5174
O 2.7861 0.6684 3.5375
O 0.8662 0.2997 2.4558
H -0.1046 -0.9097 -2.4497
H 0.1420 0.6958 -2.7505
H 2.3033 0.1380 -3.2221
H 2.0252 -1.4271 -2.4613
H 3.6055 1.0767 1.0962
H 3.6800 -0.6303 1.4740
C 0.6404 5.4292 -0.0004
C -0.4016 4.3371 0.0327
C -1.7777 4.6624 0.1029
C -2.7023 3.5688 0.1319
C -2.2085 2.3031 0.1103
Br -3.4318 0.8252 0.1127
N -0.9078 1.9504 0.0514
C -0.0195 3.0256 0.0045
H 0.1650 6.4118 -0.0177
H 1.2799 5.3425 -0.8821
H 1.2880 5.3813 0.8783
H -2.1154 5.6908 0.1290
H -3.7715 3.7279 0.1732
H 1.0292 2.7494 -0.0493
Br -1.0756 -8.4211 -1.2494
C -0.4461 -6.8491 -0.3625
C 0.3548 -6.9876 0.7557
N 0.8132 -5.9334 1.4233
C 0.4676 -4.7214 0.9853
C -0.3178 -4.5017 -0.1427
C -0.7816 -5.5997 -0.8418
C -0.6216 -3.0927 -0.6300
O -0.6285 -2.9185 -1.8547
O -0.8015 -2.2542 0.2944
H 0.6376 -7.9663 1.1259
H 0.8289 -3.8729 1.5545
H -1.3753 -5.4607 -1.7350

=====

No. 2
41
Properties=species:S:1:pos:R:3 method="wB97M-V/def2-TZVPD" orbital_gap_ev=5.181 total_charge=-2 e_homo_ev=-1.11 e_tot_ev=-146228.1478
Cu 0.5097 0.3081 1.2340
N 1.7714 -1.2567 3.8676
C 0.5111 -2.0208 3.7451
C -0.7741 -1.2040 3.5896
O -1.6970 -1.4368 4.4281
N -0.7582 -0.3375 2.5987
C -1.8780 0.6028 2.5121
C -1.4361 2.0462 2.1827
O -2.2772 2.9529 2.3661
O -0.2374 2.1881 1.7617
H 1.8509 -0.7163 3.0138
H 1.6223 -0.5496 4.5778
H 0.3781 -2.6313 4.6341
H 0.6070 -2.6934 2.8893
H -2.4697 0.6171 3.4219
H -2.5530 0.3219 1.6951
O -0.3609 -1.7316 -1.7505
C -0.7779 -0.5563 -1.5985
O -0.4453 0.2987 -0.7382
C -1.8088 -0.0713 -2.6234
C -2.1999 -0.8896 -3.6780
C -3.1337 -0.4475 -4.6139
C -3.6885 0.8247 -4.4930
C -3.3040 1.6428 -3.4327
C -2.3677 1.1959 -2.5038
H -1.7535 -1.8755 -3.7401
H -3.4331 -1.0947 -5.4333
H -4.4186 1.1736 -5.2159
H -3.7395 2.6307 -3.3250
H -2.0588 1.8078 -1.6634
Br 3.8715 -1.9519 -2.6385
C 3.6642 -0.7323 -1.1945
C 4.6720 0.1613 -0.9143
C 4.4722 1.0197 0.1437
C 3.2851 0.9501 0.8604
N 2.3003 0.0943 0.5768
C 2.4915 -0.7589 -0.4499
H 5.5807 0.1778 -1.5014
H 5.2249 1.7489 0.4177
H 3.0932 1.6110 1.6988
H 1.6647 -1.4185 -0.7070

=====

No. 3
34
Properties=species:S:1:pos:R:3 method="wB97M-V/def2-TZVPD" orbital_gap_ev="3.511 / 4.581" total_charge=-1 spin_multiplicity=5 relative_energy_kcal_mol=27.12 e_homo_ev="-0.59 / -3.52" e_tot_ev=-100547.3318
C -1.9260 -0.7819 -1.9798
C -1.5161 -1.4941 -0.8162
C -0.9817 -0.5674 0.1228
H -1.5621 -2.5692 -0.6980
C -1.0575 0.7363 -0.4410
C -1.6880 0.6250 -1.7245
H -1.9792 1.4393 -2.3738
H -2.3574 -1.1987 -2.8825
H -0.5590 -0.7992 1.0930
H -0.6897 1.6583 0.0039
Ir 0.1631 -0.3091 -1.9730
Br 1.5411 -1.9344 -0.6350
C 2.0454 0.5582 -2.6992
C 0.8989 1.3475 -3.0217
C 0.0498 0.5439 -3.8695
H 0.7071 2.3689 -2.7012
C 0.6417 -0.7545 -3.9944
C 1.8947 -0.7238 -3.3142
H 2.5800 -1.5577 -3.2519
H 2.8670 0.8740 -2.0639
H -0.8851 0.8562 -4.3206
H 0.2054 -1.6067 -4.5021
S 2.3771 1.5347 0.5417
C 1.5822 1.0321 1.9142
C 1.8040 -0.2538 2.4856
C 1.2697 -0.5609 3.7271
C 0.5350 0.4021 4.4428
C 0.2373 1.6411 3.8463
C 0.7217 1.9472 2.5858
H 2.4145 -0.9676 1.9316
H 1.4385 -1.5524 4.1535
H 0.2000 0.1908 5.4587
H -0.3742 2.3750 4.3698
H 0.5194 2.9032 2.1020

=====

No. 4
36
Properties=species:S:1:pos:R:3 method="wB97M-V/def2-TZVPD" orbital_gap_ev=8.554 total_charge=0 relative_energy_kcal_mol=52.36 e_homo_ev=-8.32 e_tot_ev=-36432.3957 smiles="CCOc1ccccc1/C=N/NC(=O)c1cccc(Cl)c1"
C 1.1525 1.9230 -2.8899
C -0.0092 1.9908 -1.9016
O 0.4109 1.8336 -0.5610
C 0.9692 2.8598 0.1107
C 1.1525 4.1423 -0.4008
C 1.7245 5.1410 0.3667
C 2.1305 4.8849 1.6652
C 1.9509 3.6214 2.1887
C 1.3755 2.5938 1.4397
C 1.2080 1.3052 2.0664
N 0.7205 0.2842 1.4820
N 0.6071 -0.8536 2.1784
C 0.0309 -2.0150 1.7444
O -0.1069 -2.9312 2.5324
C -0.4013 -2.1089 0.3250
C 0.2483 -1.4643 -0.7220
C -0.1835 -1.6672 -2.0216
C -1.2612 -2.4924 -2.2931
C -1.9014 -3.1330 -1.2431
Cl -3.2447 -4.1711 -1.5697
C -1.4728 -2.9586 0.0591
H 1.7005 0.9952 -2.7480
H 1.8425 2.7504 -2.7436
H 0.7715 1.9583 -3.9069
H -0.5779 2.9200 -2.0292
H -0.6859 1.1478 -2.0666
H 0.8456 4.3795 -1.4070
H 1.8534 6.1254 -0.0580
H 2.5794 5.6638 2.2616
H 2.2595 3.4128 3.2030
H 1.5304 1.2474 3.1166
H 0.8845 -0.8634 3.1675
H 1.0777 -0.8083 -0.5200
H 0.3264 -1.1821 -2.8405
H -1.6002 -2.6456 -3.3059
H -1.9529 -3.4728 0.8774

=====

No. 5
33
Properties=species:S:1:pos:R:3 method="wB97M-V/def2-TZVPD" orbital_gap_ev="6.207 / 6.774" total_charge=-1 spin_multiplicity=5 e_homo_ev="-2.84 / -3.41" e_tot_ev=-55944.6443
C -0.8160 -3.1482 -1.7701
C -0.4532 -2.4675 -2.9670
C -1.1173 -1.1990 -2.9868
C -1.8743 -1.0714 -1.7734
C -1.6677 -2.2741 -0.9964
Co 0.1513 -1.1428 -0.9727
C 2.0499 -0.9713 -2.2338
C 2.2160 -2.1715 -1.6241
C 2.8444 -3.3347 -1.3819
N 0.9065 -1.9383 0.3191
H -1.1275 -0.4967 -3.8089
H 0.1639 -2.8738 -3.7535
H -2.6307 -0.3255 -1.5729
H -2.2918 -2.5923 -0.1763
H -0.5960 -4.1773 -1.5289
H 1.8372 -0.9259 -3.3096
H 1.1813 -2.3607 1.2235
H 2.6340 -0.1008 -1.9088
H 3.7819 -3.7055 -1.8268
H 2.4137 -4.0151 -0.6544
C -0.0178 0.2443 0.2984
C -0.2649 1.2808 0.9681
C -0.4925 2.3812 1.8505
C 0.1413 3.6389 1.6585
C 0.1044 4.5950 2.6664
C -0.7157 4.4532 3.7655
C -1.5253 3.3365 3.8766
C -1.3309 2.2717 3.0018
H 0.6558 3.8172 0.7137
H 0.7339 5.4824 2.5454
H -0.7608 5.2055 4.5448
H -2.2986 3.2680 4.6231
H -1.8344 1.3177 3.1908

=====

No. 6
37
Properties=species:S:1:pos:R:3 method="wB97M-V/def2-TZVPD" orbital_gap_ev=5.107 total_charge=+1 relative_energy_kcal_mol=0.00 e_homo_ev=-11.56 e_tot_ev=-30675.5945
C -0.6546 -1.5166 2.7233
N -0.3640 -0.1336 2.3706
C -1.4284 0.7923 2.7342
N 0.9128 0.3350 2.2729
C 1.9494 -0.3948 2.3511
H -1.5214 -1.8644 2.1610
H 0.1806 -2.1633 2.4852
H -0.8433 -1.5995 3.7946
H -2.3242 0.5916 2.1475
H -1.6615 0.6936 3.7928
H -1.0973 1.8095 2.5566
H 2.9197 0.0564 2.4038
H 1.9072 -1.4701 2.2956
F 0.1162 5.6120 -2.5927
C 0.3861 4.6913 -1.6443
C 1.3211 4.9547 -0.6591
C 1.6074 4.0106 0.3135
F 2.5201 4.2722 1.2799
C 0.9448 2.8056 0.2968
C 0.0124 2.4911 -0.7098
C -0.5805 1.2067 -0.6547
C -1.5181 0.5234 -1.4634
C -1.8161 -0.8090 -1.1156
C -2.7172 -1.5630 -1.8271
F -2.9876 -2.8385 -1.4556
C -3.3557 -0.9990 -2.9219
C -3.1031 0.3099 -3.2911
F -3.7193 0.8568 -4.3651
C -2.1978 1.0547 -2.5755
C -0.2519 3.4790 -1.6729
H 1.8392 5.8956 -0.6587
H 1.1207 2.0886 1.0789
H -0.2739 0.6329 0.2037
H -1.3543 -1.2385 -0.2492
H -4.0501 -1.5811 -3.4982
H -2.0633 2.0653 -2.8931
H -0.9442 3.3294 -2.4696

=====

Copy entry 6 word for word.
37
Properties=species:S:1:pos:R:3 method="wB97M-V/def2-TZVPD" orbital_gap_ev=5.107 total_charge=+1 relative_energy_kcal_mol=0.00 e_homo_ev=-11.56 e_tot_ev=-30675.5945
C -0.6546 -1.5166 2.7233
N -0.3640 -0.1336 2.3706
C -1.4284 0.7923 2.7342
N 0.9128 0.3350 2.2729
C 1.9494 -0.3948 2.3511
H -1.5214 -1.8644 2.1610
H 0.1806 -2.1633 2.4852
H -0.8433 -1.5995 3.7946
H -2.3242 0.5916 2.1475
H -1.6615 0.6936 3.7928
H -1.0973 1.8095 2.5566
H 2.9197 0.0564 2.4038
H 1.9072 -1.4701 2.2956
F 0.1162 5.6120 -2.5927
C 0.3861 4.6913 -1.6443
C 1.3211 4.9547 -0.6591
C 1.6074 4.0106 0.3135
F 2.5201 4.2722 1.2799
C 0.9448 2.8056 0.2968
C 0.0124 2.4911 -0.7098
C -0.5805 1.2067 -0.6547
C -1.5181 0.5234 -1.4634
C -1.8161 -0.8090 -1.1156
C -2.7172 -1.5630 -1.8271
F -2.9876 -2.8385 -1.4556
C -3.3557 -0.9990 -2.9219
C -3.1031 0.3099 -3.2911
F -3.7193 0.8568 -4.3651
C -2.1978 1.0547 -2.5755
C -0.2519 3.4790 -1.6729
H 1.8392 5.8956 -0.6587
H 1.1207 2.0886 1.0789
H -0.2739 0.6329 0.2037
H -1.3543 -1.2385 -0.2492
H -4.0501 -1.5811 -3.4982
H -2.0633 2.0653 -2.8931
H -0.9442 3.3294 -2.4696